Entry 1:
Formula: H2NOS2
Source: the OMol25 dataset
Level of theory: ωB97M-V with the def2-TZVPD basis set

As for the molar mass: 96.2 g mol⁻¹. The HOMO-LUMO gap (spin up / spin down) comes out at 0.242 / 0.242 hartree. The SMILES is [O-]N(S)S. The total charge is -1. As for the HOMO energy (spin up / spin down): -2.82 / -2.82 eV. The LUMO energy (spin up / spin down) is 3.77 / 3.77 eV. The calculation puts the total energy at -25238.20740 eV.

The geometry in XYZ format:
```
6
H2NOS2, DFT ωB97M-V with the def2-TZVPD basis set
O 0.42 -1.82 0.24
N 0.20 -0.65 0.68
S -1.50 0.29 -0.24
S 1.38 0.56 0.05
H -1.25 0.03 -1.63
H 0.76 1.59 0.90
```

***

Entry 2:
Formula: C4H8O2
Source: the OMol25 dataset
Level of theory: ωB97M-V with the def2-TZVPD basis set

As for the molar mass: 88.1 g mol⁻¹. The HOMO-LUMO gap comes out at 0.408 hartree. The SMILES is OCC[C@H]1CO1. The total charge is 0. As for the HOMO energy: -10.05 eV. The LUMO energy is 1.06 eV. The calculation puts the total energy at -8371.19201 eV.

The geometry in XYZ format:
```
14
C4H8O2, DFT ωB97M-V with the def2-TZVPD basis set
O 1.86 1.06 0.31
C 1.71 -0.31 0.01
C 0.27 -0.82 0.17
C -0.76 0.02 -0.55
C -1.99 0.46 0.11
O -0.91 1.37 -0.07
H 0.99 1.49 0.23
H 2.07 -0.53 -1.00
H 2.35 -0.86 0.71
H 0.21 -1.85 -0.21
H 0.01 -0.84 1.24
H -0.76 -0.04 -1.64
H -2.17 0.16 1.15
H -2.88 0.68 -0.47
```

***

Entry 3:
Formula: C4H17N2O2
Source: the OMol25 dataset
Level of theory: ωB97M-V with the def2-TZVPD basis set

As for the molar mass: 125.2 g mol⁻¹. The HOMO-LUMO gap comes out at 0.398 hartree. The total charge is +1. As for the HOMO energy: -13.63 eV. The LUMO energy is -2.79 eV. The calculation puts the total energy at -11491.35168 eV.

The geometry in XYZ format:
```
25
C4H17N2O2, DFT ωB97M-V with the def2-TZVPD basis set
C 0.50 0.05 1.90
N 1.54 0.95 2.44
C 0.57 0.02 0.38
N 0.51 1.44 -0.13
C -0.88 1.95 -0.50
C -1.40 1.13 -1.70
H 0.62 -1.03 2.20
H -0.52 0.26 2.20
H 2.43 0.52 2.34
H 1.38 1.13 3.43
H 1.38 -0.59 -0.03
H -0.37 -0.67 0.00
H 1.09 2.10 0.53
H 0.99 1.54 -1.06
H -0.88 3.15 -0.66
H -1.63 1.82 0.33
H -2.24 0.42 -1.36
H -1.91 2.00 -2.28
H -0.65 0.56 -2.37
H -0.18 -3.01 1.00
H 0.09 -3.46 -0.37
O 0.51 -2.94 0.29
H -1.51 -2.40 -2.59
H -0.68 -1.07 -2.88
O -1.06 -1.67 -2.17
```

***

Entry 4:
Formula: C2H7N3O2
Source: the OMol25 dataset
Level of theory: ωB97M-V with the def2-TZVPD basis set

As for the molar mass: 105.1 g mol⁻¹. The HOMO-LUMO gap comes out at 0.380 hartree. The SMILES is CNN(C)[N+](=O)[O-]. The total charge is 0. As for the HOMO energy: -9.46 eV. The LUMO energy is 0.88 eV. The calculation puts the total energy at -10747.74484 eV.

The geometry in XYZ format:
```
14
C2H7N3O2, DFT ωB97M-V with the def2-TZVPD basis set
C -1.30 1.41 0.05
N -0.47 0.58 -0.81
N 0.30 -0.39 -0.16
C 0.09 -1.77 0.00
N 1.56 0.12 0.34
O 2.44 -0.66 0.60
O 1.60 1.32 0.40
H -2.13 0.75 0.51
H -0.74 1.85 0.85
H -1.58 2.11 -0.59
H 0.08 1.22 -1.35
H -0.64 -2.03 0.80
H -0.29 -2.29 -0.85
H 1.07 -2.23 0.21
```

***

Entry 5:
Formula: C14H42O7
Source: the OMol25 dataset
Level of theory: ωB97M-V with the def2-TZVPD basis set

As for the molar mass: 322.5 g mol⁻¹. The HOMO-LUMO gap comes out at 0.367 hartree. The SMILES is CCO.CCO.CCO.CCO.CCO.CCO.CCO. The total charge is 0. As for the HOMO energy: -9.52 eV. The LUMO energy is 0.46 eV. The calculation puts the total energy at -29520.32454 eV.

The geometry in XYZ format:
```
63
C14H42O7, DFT ωB97M-V with the def2-TZVPD basis set
C 9.72 17.19 45.16
C 10.57 16.92 46.55
O 10.15 17.93 47.46
H 10.36 17.74 44.45
H 8.69 17.54 45.44
H 9.54 16.29 44.64
H 11.76 16.75 46.41
H 10.33 15.86 46.91
H 10.79 18.18 47.98
C 12.42 15.17 41.06
C 13.84 15.41 40.63
O 13.91 16.52 39.86
H 11.89 14.86 40.10
H 12.10 15.86 41.70
H 12.35 14.44 41.70
H 14.18 14.52 40.29
H 14.63 15.67 41.23
H 14.97 16.55 39.64
C 13.06 14.65 44.36
C 13.72 14.17 45.70
O 13.16 12.96 46.19
H 13.30 13.94 43.62
H 13.34 15.62 44.03
H 11.88 14.81 44.61
H 13.76 14.92 46.46
H 14.70 13.93 45.82
H 13.82 12.82 46.93
C 16.77 12.08 46.77
C 16.39 11.51 48.16
O 15.00 11.48 48.06
H 16.46 13.04 46.62
H 16.37 11.48 46.02
H 17.82 12.20 46.55
H 16.63 12.26 48.89
H 17.06 10.61 48.20
H 14.63 11.07 48.94
C 14.47 14.54 49.56
C 13.96 15.98 49.64
O 15.07 16.85 49.69
H 15.06 14.57 50.33
H 14.81 14.41 48.49
H 13.72 13.83 49.55
H 13.69 16.09 50.58
H 13.28 16.09 48.97
H 15.04 17.24 50.54
C 10.20 11.10 42.79
C 11.08 11.49 43.88
O 10.61 12.66 44.47
H 10.29 11.86 41.98
H 9.25 10.92 43.21
H 10.46 10.12 42.30
H 12.18 11.60 43.51
H 11.21 10.77 44.74
H 11.14 12.89 45.09
C 16.22 13.23 42.69
C 16.23 11.70 42.91
O 16.20 11.15 41.68
H 16.21 13.66 43.49
H 15.44 13.64 41.90
H 17.07 13.49 42.09
H 15.22 11.52 43.41
H 17.20 11.62 43.64
H 16.48 10.14 41.64
```

***

Entry 6:
Formula: C24H20F3I2N3O3SSiV
Source: the OMol25 dataset
Level of theory: ωB97M-V with the def2-TZVPD basis set

As for the molar mass: 820.3 g mol⁻¹. The multiplicity is 4. The HOMO-LUMO gap (spin up / spin down) comes out at 0.137 / 0.213 hartree. As for the expectation value of S²: 3.79. The total charge is -2. As for the HOMO energy (spin up / spin down): 0.04 / -2.04 eV. The LUMO energy (spin up / spin down) is 3.76 / 3.75 eV. The calculation puts the total energy at -104585.03411 eV.

The geometry in XYZ format:
```
58
C24H20F3I2N3O3SSiV, DFT ωB97M-V with the def2-TZVPD basis set
V 0.06 -0.84 0.23
I -1.55 -3.37 -3.99
C -2.52 -3.10 -2.18
C -3.78 -3.65 -1.96
C -4.42 -3.46 -0.75
I -6.32 -4.32 -0.53
C -3.84 -2.73 0.31
C -4.43 -2.47 1.58
C -3.69 -1.71 2.49
C -2.46 -1.21 2.17
N -1.85 -1.42 0.97
C -2.56 -2.19 0.07
C -1.88 -2.38 -1.16
O -0.71 -1.83 -1.28
H -4.26 -4.22 -2.75
H -5.41 -2.86 1.82
H -4.10 -1.49 3.47
H -1.90 -0.63 2.90
F -0.44 0.70 6.37
C 0.58 0.52 5.47
F 1.59 1.30 5.94
F 0.98 -0.75 5.60
C 0.16 0.93 4.09
C -0.46 2.16 4.00
C -0.88 2.67 2.78
C -0.64 1.88 1.66
N -0.05 0.70 1.74
C 0.38 0.17 2.91
S 1.05 -1.39 2.70
H -0.63 2.74 4.90
H -1.37 3.62 2.69
H -0.92 2.18 0.66
O 1.54 -3.67 -0.21
C 2.32 -2.75 -0.42
C 3.78 -2.97 -0.83
C 4.34 -1.56 -0.89
C 3.17 -0.68 -0.45
O 3.29 0.52 -0.26
N 2.03 -1.42 -0.31
H 3.80 -3.51 -1.77
H 4.25 -3.60 -0.07
H 4.64 -1.25 -1.89
H 5.18 -1.38 -0.22
C 2.92 2.80 -3.09
Si 1.06 3.04 -2.88
C 0.76 4.75 -2.12
C 0.26 3.05 -4.58
C 0.41 1.74 -1.83
C 0.27 0.79 -1.07
H 3.37 3.60 -3.68
H 3.11 1.85 -3.59
H 3.40 2.74 -2.11
H 1.16 5.54 -2.75
H 1.24 4.81 -1.14
H -0.31 4.91 -1.97
H 0.66 3.85 -5.21
H -0.82 3.20 -4.49
H 0.42 2.10 -5.08
```

***

Entry 7:
Formula: C4H12O2
Source: the OMol25 dataset
Level of theory: ωB97M-V with the def2-TZVPD basis set

As for the molar mass: 92.1 g mol⁻¹. The HOMO-LUMO gap comes out at 0.393 hartree. The SMILES is C=CCC.O.O. The total charge is 0. As for the HOMO energy: -10.01 eV. The LUMO energy is 0.69 eV. The calculation puts the total energy at -8436.50757 eV.

The geometry in XYZ format:
```
18
C4H12O2, DFT ωB97M-V with the def2-TZVPD basis set
C -0.40 -1.97 1.07
C 0.13 -0.92 0.45
C 0.77 0.24 1.18
C -0.08 1.53 1.29
H -0.77 -2.78 0.47
H -0.60 -2.00 2.14
H 0.08 -0.87 -0.62
H 0.98 -0.11 2.18
H 1.75 0.41 0.73
H -0.35 1.63 2.33
H 0.35 2.48 0.98
H -0.97 1.40 0.67
O 0.07 -1.41 -2.89
H -0.08 -0.46 -2.97
H -0.23 -1.67 -2.02
O -0.22 1.34 -1.97
H -0.86 2.01 -1.73
H 0.41 1.14 -1.27
```

***

Entry 8:
Formula: C44H67BIrN8S4Se
Source: the OMol25 dataset
Level of theory: ωB97M-V with the def2-TZVPD basis set

As for the molar mass: 1118.3 g mol⁻¹. The multiplicity is 2. The HOMO-LUMO gap (spin up / spin down) comes out at 0.155 / 0.164 hartree. As for the expectation value of S²: 0.78. The total charge is +4. As for the HOMO energy (spin up / spin down): -16.60 / -16.85 eV. The LUMO energy (spin up / spin down) is -12.39 / -12.39 eV. The calculation puts the total energy at -170807.93194 eV.

The geometry in XYZ format:
```
126
C44H67BIrN8S4Se, DFT ωB97M-V with the def2-TZVPD basis set
Ir 2.32 2.19 -1.95
C -1.41 5.11 0.27
C -1.58 3.77 -0.39
C -2.77 3.08 -0.39
C -2.86 1.79 -0.95
N -1.84 1.26 -1.61
N -0.71 1.96 -1.65
B 0.42 1.46 -2.61
N 0.46 -0.11 -2.66
N -0.38 -0.69 -3.50
C -0.36 -2.01 -3.60
C 0.51 -2.77 -2.80
C 1.41 -2.16 -1.94
C 2.40 -2.92 -1.12
C 1.35 -0.76 -1.93
S 2.59 0.20 -1.09
C -1.25 -2.61 -4.67
C -2.67 -2.04 -4.54
C -1.31 -4.14 -4.57
C -0.65 -2.20 -6.03
N 0.12 1.99 -4.05
N -1.14 2.03 -4.44
C -1.40 2.34 -5.70
C -0.35 2.57 -6.61
C 0.96 2.57 -6.21
C 2.11 2.88 -7.12
C 1.14 2.29 -4.84
S 2.73 2.45 -4.07
C -2.85 2.43 -6.13
C -3.10 1.35 -7.20
C -3.09 3.83 -6.74
C -3.79 2.22 -4.95
C -0.53 3.12 -1.03
S 1.14 3.71 -0.95
C -4.12 0.96 -0.80
C -4.22 0.56 0.68
C -4.07 -0.29 -1.67
C -5.35 1.81 -1.19
H -2.37 5.61 0.38
H -0.75 5.76 -0.31
H -0.98 4.99 1.26
H -3.64 3.51 0.09
H 0.51 -3.85 -2.88
H 2.11 -3.97 -1.04
H 2.49 -2.52 -0.11
H 3.39 -2.89 -1.59
H -3.14 -2.36 -3.62
H -3.27 -2.40 -5.37
H -2.65 -0.95 -4.57
H -1.66 -4.47 -3.60
H -0.34 -4.60 -4.78
H -2.01 -4.51 -5.32
H -0.63 -1.12 -6.13
H -1.26 -2.61 -6.83
H 0.37 -2.59 -6.15
H -0.59 2.78 -7.65
H 1.81 2.78 -8.16
H 2.96 2.22 -6.94
H 2.44 3.91 -6.97
H -2.47 1.49 -8.08
H -4.14 1.40 -7.52
H -2.92 0.35 -6.80
H -2.49 4.00 -7.63
H -2.88 4.62 -6.02
H -4.14 3.91 -7.03
H -3.62 1.25 -4.47
H -4.82 2.25 -5.31
H -3.67 3.00 -4.20
H -3.39 -0.08 0.97
H -5.15 0.02 0.84
H -4.23 1.43 1.34
H -3.21 -0.92 -1.42
H -4.02 -0.05 -2.73
H -4.98 -0.88 -1.50
H -5.53 2.63 -0.49
H -6.23 1.18 -1.18
H -5.24 2.22 -2.20
C 3.16 0.74 9.21
C 2.02 0.30 8.30
C 2.32 0.52 6.82
C 3.33 -0.45 6.22
N 2.80 -1.82 6.15
C 1.96 -2.29 5.18
Se 1.44 -1.38 3.69
N 1.61 -3.57 5.52
C 0.61 -4.41 4.84
C -0.70 -4.51 5.62
C -1.42 -3.18 5.85
C -0.92 -2.37 7.04
C 2.22 -3.91 6.68
C 2.20 -5.10 7.42
C 2.96 -5.11 8.56
C 3.72 -3.98 8.98
C 3.76 -2.82 8.26
C 2.99 -2.79 7.09
H 2.91 0.58 10.26
H 3.37 1.80 9.08
H 4.09 0.20 9.01
H 1.13 0.87 8.56
H 1.77 -0.75 8.48
H 2.71 1.53 6.67
H 1.40 0.46 6.23
H 4.24 -0.50 6.81
H 3.61 -0.16 5.21
H 1.06 -5.40 4.70
H 0.45 -3.98 3.86
H -0.53 -5.00 6.58
H -1.33 -5.19 5.04
H -2.48 -3.41 6.01
H -1.38 -2.58 4.93
H -0.85 -3.00 7.93
H -1.61 -1.56 7.28
H 0.05 -1.91 6.87
H 1.62 -5.96 7.11
H 2.98 -6.00 9.18
H 4.30 -4.06 9.89
H 4.34 -1.97 8.58
C 5.78 2.82 -2.45
S 4.60 3.00 -1.10
C 4.53 4.79 -0.93
H 6.72 3.26 -2.13
H 5.43 3.33 -3.35
H 5.93 1.76 -2.63
H 4.18 5.26 -1.85
H 5.54 5.14 -0.70
H 3.88 5.03 -0.09
```